--- A ---
{
  "formula": "C10H15NO2",
  "method": "wB97M-V/def2-TZVPD",
  "elements": ["C", "C", "C", "C", "C", "C", "C", "C", "C", "C", "N", "O", "O", "H", "H", "H", "H", "H", "H", "H", "H", "H", "H", "H", "H", "H", "H", "H"],
  "positions_angstrom": [[-0.868, -0.104, -0.815], [-2.000, -0.102, -1.320], [0.246, -0.887, 1.821], [-0.985, 0.078, 2.014], [0.911, 1.154, 0.922], [1.024, -0.308, 0.582], [-0.619, 1.126, 1.083], [0.573, -0.565, -0.868], [0.626, -2.143, -1.243], [1.422, 0.248, -1.744], [-1.383, 2.144, 0.566], [-2.594, 2.020, 0.619], [-0.812, 3.066, 0.029], [-2.335, -0.544, -2.303], [-2.682, 0.573, -0.828], [1.077, -0.864, 2.602], [-0.134, -1.907, 1.677], [-2.045, -0.322, 1.935], [-0.883, 0.496, 2.983], [1.513, 1.416, 1.778], [1.144, 1.881, 0.142], [2.055, -0.768, 0.734], [1.639, -2.283, -1.666], [-0.179, -2.380, -1.917], [0.497, -2.557, -0.290], [2.452, 0.290, -1.621], [1.194, 1.310, -1.940], [1.146, -0.068, -2.930]],
  "mulliken_charge": [-0.64, -0.65, -0.86, -0.53, -1.14, -0.36, -0.03, 2.17, -1.39, -1.86, 1.08, -0.66, -0.70, 0.30, 0.33, 0.42, 0.28, 0.25, 0.38, 0.36, 0.35, 0.55, 0.36, 0.32, 0.39, 0.47, 0.45, 0.33],
  "charge": 0,
  "e_lumo_ev": [-0.114, -0.115],
  "homo_energy_ev": [-8.63, -8.63]
}

=====

--- B ---
{
  "formula": "C10H15NO2",
  "method": "wB97M-V/def2-TZVPD",
  "elements": ["C", "C", "C", "C", "C", "O", "C", "C", "H", "H", "H", "H", "H", "H", "H", "H", "C", "C", "C", "N", "O", "H", "H", "H", "H", "H", "H", "H"],
  "positions_angstrom": [[-2.218, 1.265, 2.275], [-1.368, 1.485, 1.059], [0.021, 1.516, 1.141], [0.762, 1.602, -0.026], [0.126, 1.846, -1.220], [0.878, 2.011, -2.383], [-1.251, 2.001, -1.313], [-1.976, 1.828, -0.147], [-3.137, 0.769, 1.973], [-2.352, 2.140, 2.897], [-1.724, 0.516, 2.896], [0.504, 1.515, 2.101], [1.842, 1.545, 0.016], [1.597, 2.648, -2.220], [-1.726, 2.250, -2.249], [-3.051, 1.922, -0.132], [0.106, -3.011, 0.727], [0.456, -2.099, -0.440], [1.868, -2.315, -0.930], [2.523, -1.199, -1.363], [2.410, -3.402, -0.934], [0.554, -2.641, 1.636], [0.684, -3.932, 0.616], [-0.949, -3.190, 0.853], [-0.227, -2.214, -1.283], [0.288, -1.054, -0.208], [3.412, -1.410, -1.793], [1.951, -0.392, -1.549]],
  "mulliken_charge": [-1.50, 0.46, -0.49, -0.54, 0.78, -0.61, -0.79, -0.39, 0.41, 0.31, 0.38, 0.42, 0.35, 0.35, 0.43, 0.40, -1.35, 0.76, 0.35, -0.32, -0.65, 0.36, 0.37, 0.35, 0.31, -0.59, 0.23, 0.23],
  "smiles": "Cc1ccc(O)cc1.CCC(N)=O",
  "charge": 0,
  "e_lumo_ev": 0.610,
  "homo_energy_ev": -9.01
}

=====

--- C ---
{
  "formula": "C10H15NO2",
  "method": "wB97M-V/def2-TZVPD",
  "elements": ["C", "C", "C", "C", "C", "O", "C", "C", "H", "H", "H", "H", "H", "H", "H", "H", "C", "C", "C", "N", "O", "H", "H", "H", "H", "H", "H", "H"],
  "positions_angstrom": [[-1.173, 3.366, 1.450], [-1.496, 1.945, 0.975], [-0.720, 0.851, 1.568], [-1.011, -0.456, 1.135], [-2.066, -0.662, 0.321], [-2.365, -1.891, -0.192], [-2.920, 0.422, -0.106], [-2.640, 1.712, 0.198], [-0.911, 3.332, 2.506], [-2.012, 4.051, 1.256], [-0.276, 3.869, 1.058], [0.106, 1.057, 2.317], [-0.204, -1.151, 1.523], [-1.561, -2.612, 0.017], [-3.814, 0.266, -0.744], [-3.240, 2.542, -0.236], [2.233, -2.414, -2.118], [1.924, -1.784, -0.754], [2.555, -0.416, -0.655], [3.903, -0.530, -0.189], [2.060, 0.609, -1.093], [1.695, -2.082, -3.017], [2.106, -3.499, -2.113], [3.228, -2.015, -2.558], [0.916, -1.519, -0.699], [2.126, -2.519, 0.004], [4.558, 0.224, 0.211], [4.283, -1.356, -0.015]],
  "mulliken_charge": [-1.38, 1.02, -0.76, -0.10, 0.55, -0.65, -0.44, -0.70, 0.33, 0.34, 0.29, 0.24, 0.31, 0.35, 0.32, 0.27, -1.16, -0.03, 0.39, -0.39, -0.58, 0.37, 0.32, 0.28, -0.06, 0.46, 0.23, 0.17],
  "smiles": "Cc1ccc(O)cc1.CCC(N)=O",
  "charge": 0,
  "e_lumo_ev": 0.579,
  "homo_energy_ev": -7.95
}

=====

--- D ---
{
  "formula": "C10H15NO2",
  "method": "wB97M-V/def2-TZVPD",
  "elements": ["C", "C", "C", "C", "C", "C", "C", "C", "C", "C", "N", "O", "O", "H", "H", "H", "H", "H", "H", "H", "H", "H", "H", "H", "H", "H", "H", "H"],
  "positions_angstrom": [[0.974, 0.845, -1.540], [1.943, 0.809, -0.644], [3.458, 1.013, -0.984], [1.786, 0.603, 0.762], [0.921, -0.174, 1.330], [-0.028, -1.146, 0.643], [0.731, -2.295, 0.079], [-1.299, -1.017, 0.198], [-2.216, 0.051, 0.486], [-2.175, 0.867, 1.743], [-3.231, 0.309, -0.317], [-4.086, 1.234, -0.260], [-3.197, -0.430, -1.627], [-0.009, 0.975, -1.154], [1.325, 1.080, -2.511], [3.866, 0.067, -1.120], [3.997, 1.492, -0.192], [3.437, 1.529, -1.881], [2.391, 1.091, 1.541], [0.908, -0.471, 2.460], [0.157, -2.838, -0.804], [0.753, -3.161, 0.758], [1.710, -1.921, -0.240], [-1.806, -1.688, -0.560], [-3.034, 0.523, 2.320], [-2.383, 1.917, 1.607], [-1.333, 0.583, 2.236], [-3.559, 0.152, -2.330]],
  "mulliken_charge": [-0.94, 0.81, -1.46, -0.16, -0.84, 0.83, -1.25, -0.22, 0.41, -1.68, 0.67, -0.70, -0.53, 0.27, 0.34, 0.32, 0.38, 0.42, 0.30, 0.31, 0.27, 0.35, 0.26, 0.30, 0.38, 0.35, 0.50, 0.33],
  "smiles": "C=C(C)\\C=C/C(C)=C\\C(C)=[N+](\\[O-])O",
  "charge": 0,
  "e_lumo_ev": 0.389,
  "homo_energy_ev": -7.96
}

=====

Which of them is the least stable? Correct choice: A.

=====

--- A ---
{
  "formula": "C16H17N3O3S",
  "method": "wB97M-V/def2-TZVPD",
  "elements": ["O", "C", "N", "C", "C", "C", "C", "C", "S", "O", "O", "N", "C", "C", "C", "C", "C", "C", "C", "C", "C", "N", "C", "H", "H", "H", "H", "H", "H", "H", "H", "H", "H", "H", "H", "H", "H", "H", "H", "H"],
  "positions_angstrom": [[1.292, 3.792, -2.181], [1.264, 2.872, -1.394], [0.069, 2.353, -0.970], [-0.194, 1.441, 0.052], [0.568, 1.395, 1.221], [0.267, 0.483, 2.217], [-0.794, -0.396, 2.069], [-1.554, -0.336, 0.916], [-2.933, -1.474, 0.690], [-3.859, -0.864, -0.216], [-3.379, -1.888, 1.985], [-2.339, -2.833, -0.071], [-1.843, -2.655, -1.417], [-0.315, -2.510, -1.294], [0.026, -3.130, 0.073], [-1.331, -3.580, 0.647], [-1.278, 0.573, -0.082], [2.498, 2.202, -0.898], [2.662, 0.821, -0.964], [3.860, 0.272, -0.544], [4.850, 1.127, -0.079], [4.709, 2.440, -0.028], [3.570, 2.965, -0.436], [-0.737, 2.703, -1.475], [1.380, 2.091, 1.359], [0.858, 0.469, 3.119], [-1.062, -1.100, 2.839], [-2.100, -3.548, -1.995], [-2.339, -1.796, -1.864], [-0.029, -1.458, -1.320], [0.191, -3.020, -2.111], [0.704, -3.977, -0.024], [0.495, -2.394, 0.725], [-1.497, -4.645, 0.455], [-1.448, -3.395, 1.712], [-1.920, 0.612, -0.948], [1.873, 0.192, -1.352], [4.026, -0.793, -0.585], [5.804, 0.747, 0.262], [3.494, 4.043, -0.389]],
  "mulliken_charge": [-0.63, 0.16, -0.08, 0.04, -0.15, -0.86, -0.54, 0.11, 1.22, -0.70, -0.71, 0.02, -0.97, 0.24, -0.43, -0.77, -0.48, 0.06, 0.22, -0.57, -0.29, -0.61, -0.22, 0.26, 0.52, 0.45, 0.51, 0.32, 0.44, -0.48, 0.55, 0.43, 0.12, 0.36, 0.38, 0.42, 0.49, 0.40, 0.37, 0.42],
  "smiles": "O=C(Nc1cccc(S(=O)(=O)N2CCCC2)c1)c1cccnc1",
  "charge": 0,
  "e_lumo_ev": 0.118,
  "homo_energy_ev": -9.32
}

=====

--- B ---
{
  "formula": "C16H17N3O3S",
  "method": "wB97M-V/def2-TZVPD",
  "elements": ["C", "C", "C", "C", "C", "C", "S", "C", "N", "C", "O", "C", "N", "C", "O", "O", "C", "C", "C", "C", "C", "C", "N", "H", "H", "H", "H", "H", "H", "H", "H", "H", "H", "H", "H", "H", "H", "H", "H", "H"],
  "positions_angstrom": [[4.379, 1.952, 0.647], [2.852, 1.818, 0.622], [2.295, 2.431, -0.662], [2.234, 2.534, 1.828], [2.473, 0.362, 0.689], [2.821, -0.505, 1.678], [2.161, -2.074, 1.403], [1.447, -1.428, -0.071], [0.701, -2.256, -0.878], [-0.243, -1.936, -1.814], [-0.689, -2.788, -2.546], [-0.753, -0.497, -1.802], [-1.721, -0.350, -0.743], [-1.589, 0.499, 0.334], [-0.680, 1.251, 0.553], [-2.681, 0.364, 1.129], [-3.512, -0.558, 0.551], [-4.739, -1.008, 0.985], [-5.374, -1.951, 0.187], [-4.796, -2.415, -0.988], [-3.559, -1.962, -1.423], [-2.926, -1.023, -0.631], [1.708, -0.192, -0.288], [4.658, 3.001, 0.580], [4.793, 1.545, 1.567], [4.823, 1.424, -0.194], [1.212, 2.361, -0.653], [2.581, 3.478, -0.728], [2.676, 1.907, -1.535], [1.155, 2.404, 1.811], [2.461, 3.597, 1.786], [2.623, 2.133, 2.762], [3.416, -0.331, 2.551], [0.905, -3.247, -0.809], [-1.229, -0.294, -2.767], [0.062, 0.204, -1.608], [-5.178, -0.641, 1.897], [-6.337, -2.329, 0.489], [-5.321, -3.148, -1.580], [-3.107, -2.333, -2.327]],
  "mulliken_charge": [-1.80, 2.38, -1.62, -1.54, -0.77, -0.48, -0.28, 0.38, -0.05, 0.53, -0.63, -0.91, 0.36, 0.27, -0.51, -0.42, 0.47, -0.93, -0.41, -0.79, -0.57, 0.86, -0.14, 0.45, 0.36, 0.39, 0.19, 0.48, 0.39, 0.30, 0.44, 0.37, 0.48, 0.29, 0.34, 0.44, 0.46, 0.38, 0.39, 0.46],
  "smiles": "CC(C)(C)c1csc(NC(=O)Cn2c(=O)oc3ccccc32)n1",
  "charge": 0,
  "e_lumo_ev": 0.476,
  "homo_energy_ev": -8.59
}

=====

Which of them is the least stable? Correct choice: A.

=====

--- A ---
{
  "formula": "C3H2ClNOS",
  "method": "wB97M-V/def2-TZVPD",
  "elements": ["O", "C", "C", "C", "S", "N", "Cl", "H", "H"],
  "positions_angstrom": [[2.313, -2.140, -0.007], [1.947, -0.962, 0.033], [0.550, -0.550, -0.015], [0.468, 0.789, -0.009], [1.853, 1.736, -0.004], [2.779, 0.080, 0.170], [4.470, 0.017, -0.044], [-0.396, -1.101, -0.023], [-0.478, 1.209, 0.056]],
  "mulliken_charge": [-0.61, 0.60, -0.51, -0.09, 0.02, -0.12, 0.00, 0.33, 0.39],
  "smiles": "O=c1ccsn1Cl",
  "charge": 0,
  "e_lumo_ev": -0.777,
  "homo_energy_ev": -9.24
}

=====

--- B ---
{
  "formula": "C3H2ClNOS",
  "method": "wB97M-V/def2-TZVPD",
  "elements": ["S", "C", "C", "O", "N", "C", "Cl", "H", "H"],
  "positions_angstrom": [[-1.789, -1.198, -0.004], [-0.327, -0.195, -0.036], [-0.119, 1.123, -0.002], [1.267, 1.376, 0.005], [1.930, 0.165, 0.011], [0.992, -0.750, -0.037], [1.401, -2.390, 0.000], [-2.652, -0.165, 0.105], [-0.704, 2.033, -0.043]],
  "mulliken_charge": [-0.20, 0.21, -0.27, -0.13, -0.35, 0.34, -0.17, 0.13, 0.43],
  "smiles": "Sc1conc1Cl",
  "charge": 0,
  "e_lumo_ev": 0.504,
  "homo_energy_ev": -9.33
}

=====

Which of them is the least stable? Correct choice: A.